A structure of composition C31H39Cl4N4O4PbSSb, computed with wB97M-V/def2-TZVPD.

Results
* energy above the lowest of the compared OMol25 structures with the same formula, charge and spin: 12.5 kcal/mol
* highest occupied orbital energy: -0.496 Eh
* energy: -4396.28246 Eh

Structure (ORCA input):
```
! wB97M-V def2-TZVPD RIJCOSX def2/J DEFGRID3
* xyz 2 1
Pb -1.289 -0.862 0.189
C -3.360 -0.496 4.235
C -3.429 -0.193 2.768
O -2.428 0.190 2.138
N -4.626 -0.316 2.177
C -4.888 0.087 0.805
C -4.946 -1.068 -0.166
C -6.159 -1.515 -0.664
C -6.178 -2.587 -1.546
C -4.979 -3.180 -1.900
C -3.811 -2.668 -1.361
N -3.784 -1.636 -0.518
H -2.340 -0.751 4.503
H -4.032 -1.305 4.516
H -3.651 0.397 4.790
H -5.393 -0.658 2.734
H -4.096 0.778 0.518
H -5.828 0.638 0.780
H -7.078 -1.027 -0.367
H -7.115 -2.951 -1.945
H -4.942 -4.020 -2.578
H -2.852 -3.106 -1.614
Cl 3.367 -4.901 -4.427
C 2.158 -3.919 -3.763
C 1.251 -3.203 -4.710
Cl 1.497 -3.451 -6.365
C 0.271 -2.373 -4.286
Cl -0.765 -1.518 -5.337
C 0.080 -2.169 -2.863
O -0.726 -1.390 -2.389
C 0.983 -2.947 -1.875
O 0.781 -2.789 -0.695
C 2.037 -3.796 -2.425
Cl 3.050 -4.573 -1.302
C -3.063 3.473 0.660
C -1.961 3.458 -0.393
Sb -1.851 1.632 -1.488
C -3.691 1.625 -2.582
C -4.139 2.997 -3.073
C -0.383 2.046 -2.984
C -0.268 3.516 -3.370
H -3.109 4.446 1.149
H -2.888 2.720 1.430
H -4.046 3.291 0.219
H -0.978 3.613 0.053
H -2.106 4.245 -1.135
H -4.446 1.169 -1.939
H -3.534 0.935 -3.413
H -4.261 3.706 -2.254
H -5.100 2.920 -3.583
H -3.430 3.425 -3.781
H -0.648 1.419 -3.836
H 0.563 1.670 -2.591
H -1.187 3.904 -3.807
H 0.523 3.643 -4.111
H -0.012 4.143 -2.515
C 5.091 2.206 3.300
C 4.473 2.537 1.946
C 3.053 2.009 1.788
N 3.048 0.545 1.830
C 2.436 -0.270 1.001
S 1.381 0.270 -0.239
N 2.626 -1.614 1.118
C 3.423 -2.376 2.026
O 2.985 -3.430 2.400
C 4.763 -1.854 2.388
C 5.552 -1.181 1.456
C 6.835 -0.790 1.801
C 7.319 -1.052 3.077
C 6.532 -1.719 4.006
C 5.256 -2.136 3.660
H 6.048 2.710 3.421
H 5.291 1.137 3.417
H 4.444 2.524 4.119
H 5.091 2.137 1.138
H 4.439 3.619 1.805
H 2.607 2.315 0.845
H 2.419 2.372 2.601
H 3.659 0.131 2.523
H 1.948 -2.183 0.624
H 5.175 -0.988 0.459
H 7.461 -0.288 1.076
H 8.319 -0.740 3.346
H 6.918 -1.927 4.995
H 4.640 -2.685 4.360
*
```

A structure of composition C31H39ClN6OTi, computed with wB97M-V/def2-TZVPD.

Results
* energy above the lowest of the compared OMol25 structures with the same formula, charge and spin: 19.0 kcal/mol
* highest occupied orbital energy: -0.255 Eh
* energy: -2918.15278 Eh

Structure (ORCA input):
```
! wB97M-V def2-TZVPD RIJCOSX def2/J DEFGRID3
* xyz 0 1
Ti -0.167 0.389 0.083
C -3.557 1.866 0.204
C -2.538 3.015 0.035
C -1.438 3.175 1.082
N -0.595 2.006 1.321
C 0.142 2.020 2.419
C 0.451 3.186 3.147
C 1.028 3.369 4.400
C 1.275 2.447 5.394
C 1.084 1.073 5.268
C 0.877 0.329 4.129
C 0.766 0.721 2.764
N 1.046 -0.062 1.741
C 1.998 -1.170 1.952
C 1.691 -2.467 1.204
C 1.310 -2.165 -0.243
N -0.020 -1.566 -0.202
C -1.118 -2.292 -0.043
C -1.143 -3.688 -0.191
C -2.203 -4.586 -0.207
C -3.565 -4.370 -0.106
C -4.177 -3.151 0.157
C -3.610 -1.928 0.458
C -2.260 -1.516 0.500
N -1.882 -0.384 1.084
C -2.758 0.242 2.075
C -3.784 1.312 1.610
H -3.262 1.041 -0.437
H -4.513 2.221 -0.185
H -3.071 3.969 0.048
H -2.086 2.920 -0.953
H -1.889 3.454 2.039
H -0.824 4.029 0.771
H 0.242 4.104 2.611
H 1.236 4.403 4.653
H 1.605 2.820 6.355
H 1.166 0.495 6.183
H 0.813 -0.741 4.280
H 2.117 -1.389 3.008
H 2.956 -0.799 1.584
H 0.876 -3.011 1.688
H 2.587 -3.090 1.249
H 1.350 -3.045 -0.883
H 2.005 -1.435 -0.650
H -0.175 -4.145 -0.342
H -1.907 -5.619 -0.358
H -4.210 -5.231 -0.226
H -5.262 -3.167 0.175
H -4.315 -1.140 0.695
H -2.093 0.695 2.806
H -3.297 -0.551 2.597
H -3.791 2.119 2.348
H -4.782 0.871 1.635
N 4.403 2.349 0.335
C 3.279 1.712 -0.098
O 3.269 0.503 -0.273
C 2.080 2.609 -0.346
C 0.905 1.880 -0.993
H 5.225 1.810 0.538
H 4.414 3.339 0.497
H 2.441 3.429 -0.977
H 1.797 3.058 0.613
H 1.275 1.348 -1.875
H 0.197 2.622 -1.361
C 1.985 -1.874 -7.302
C 1.768 -1.578 -5.842
C 0.664 -2.062 -5.154
C 0.512 -1.761 -3.808
N 1.378 -1.021 -3.120
C 2.438 -0.555 -3.781
C 2.673 -0.802 -5.124
H 1.174 -2.477 -7.709
H 2.922 -2.413 -7.452
H 2.046 -0.948 -7.879
H -0.081 -2.664 -5.662
H -0.353 -2.115 -3.254
H 3.131 0.047 -3.198
H 3.555 -0.394 -5.606
Cl -1.426 0.373 -1.892
*
```

A cluster of 5 separate species, C31H39F12N3O10 in total, computed with wB97M-V/def2-TZVPD.

Results
* highest occupied orbital energy: -0.330 Eh
* energy: -3319.66678 Eh
* SMILES string: CNC[C@](C#N)(Cc1ccc(C)cc1)[C@H](C#N)COO.CCOC(=O)C(F)(F)F.CCOC(=O)C(F)(F)F.CCOC(=O)C(F)(F)F.CCOC(=O)C(F)(F)F

Structure (ORCA input):
```
! wB97M-V def2-TZVPD RIJCOSX def2/J DEFGRID3
* xyz 0 1
C -2.222 -1.445 6.958
N -1.833 -0.784 5.704
C -2.313 -1.432 4.493
C -1.257 -1.351 3.340
C -0.626 -0.045 3.359
N -0.046 0.935 3.391
C -1.996 -1.564 1.991
C -3.000 -2.691 1.984
C -2.605 -4.007 1.771
C -3.524 -5.052 1.794
C -4.874 -4.828 2.026
C -5.881 -5.935 2.088
C -5.274 -3.503 2.217
C -4.361 -2.463 2.200
C -0.189 -2.451 3.568
C 0.640 -2.206 4.744
N 1.172 -1.980 5.730
C 0.755 -2.653 2.358
O 1.884 -3.421 2.763
O 1.519 -4.788 2.648
H -2.656 -2.431 6.801
H -1.350 -1.578 7.595
H -2.955 -0.861 7.514
H -2.209 0.152 5.740
H -2.482 -2.486 4.679
H -3.210 -0.939 4.117
H -1.279 -1.785 1.202
H -2.474 -0.632 1.702
H -1.564 -4.239 1.599
H -3.175 -6.064 1.630
H -5.415 -6.899 1.911
H -6.710 -5.774 1.404
H -6.309 -5.982 3.090
H -6.316 -3.279 2.411
H -4.684 -1.444 2.357
H -0.725 -3.386 3.713
H 1.129 -1.715 1.955
H 0.255 -3.247 1.602
H 2.039 -5.107 1.897
C -4.002 2.980 -2.600
C -3.391 1.689 -3.100
O -3.594 0.615 -2.160
C -4.785 0.032 -2.184
O -5.702 0.302 -2.900
C -4.813 -1.105 -1.150
F -4.298 -0.703 0.022
F -4.089 -2.146 -1.582
F -6.054 -1.529 -0.932
H -3.612 3.228 -1.612
H -3.771 3.795 -3.284
H -5.085 2.897 -2.516
H -2.313 1.792 -3.196
H -3.785 1.407 -4.076
C 2.161 0.805 0.490
C 1.118 1.153 -0.546
O 1.718 1.382 -1.839
C 2.020 0.303 -2.538
O 1.848 -0.837 -2.216
C 2.609 0.719 -3.896
F 3.531 1.680 -3.762
F 1.643 1.191 -4.700
F 3.181 -0.318 -4.506
H 2.929 1.577 0.536
H 1.695 0.714 1.470
H 2.662 -0.135 0.254
H 0.624 2.083 -0.275
H 0.350 0.383 -0.627
C 1.692 7.589 0.639
C 1.810 6.581 1.761
O 0.533 5.983 2.064
C 0.138 5.011 1.260
O 0.728 4.587 0.309
C -1.214 4.461 1.746
F -2.066 5.457 2.027
F -1.059 3.726 2.846
F -1.779 3.696 0.807
H 0.941 8.342 0.881
H 2.648 8.086 0.478
H 1.391 7.111 -0.292
H 2.127 7.069 2.679
H 2.537 5.803 1.530
C 5.979 -0.971 -6.072
C 6.294 0.069 -7.124
O 7.462 0.837 -6.772
C 8.632 0.266 -7.019
O 8.814 -0.813 -7.502
C 9.767 1.226 -6.626
F 9.551 1.768 -5.421
F 9.857 2.222 -7.519
F 10.934 0.589 -6.593
H 5.874 -0.502 -5.093
H 5.051 -1.485 -6.315
H 6.775 -1.711 -5.997
H 5.483 0.790 -7.198
H 6.428 -0.379 -8.107
*
```